# 1
Molecular formula: C6H15KN2O5
Method: DFT, wB97M-V/def2-TZVPD

- lowest unoccupied orbital energy (hartree) = -0.011
- HOMO (eV) = -7.4
- strongest force on any atom (eV/Å) = 2.43
- ΔE to the lowest compared entry with this formula, charge and spin (kcal per mole) = 1.9
- Kohn-Sham gap (eV) = 7.12

The geometry in ORCA input format:
```
! RIJCOSX wB97M-V def2-TZVPD def2/J DEFGRID3
* xyz 0 1
K -1.1441 -0.9180 -0.2501
N -2.0990 -3.8974 -2.5275
O -2.1249 -2.7318 -2.0206
O -1.6359 -4.8702 -1.9316
O -2.5875 -4.0281 -3.6862
C -1.6548 2.1723 -2.7018
O -1.1534 1.7858 -1.4464
C -0.1366 2.6343 -0.9567
C 0.2126 2.3974 0.5140
N 0.8314 1.1007 0.6669
C 0.8967 0.6920 2.0740
C 1.5814 -0.6266 2.3275
O 0.9344 -1.6105 1.5453
C 1.4275 -2.9051 1.8450
H -0.8955 2.2946 -3.4727
H -2.2683 3.0786 -2.6055
H -2.4312 1.4861 -3.0442
H -0.4383 3.6791 -1.1106
H 0.7701 2.5478 -1.5736
H -0.7185 2.5331 1.0642
H 0.8839 3.2459 0.7082
H 1.7294 1.0715 0.1989
H -0.1534 0.5239 2.3357
H 1.3656 1.5063 2.6378
H 1.4707 -0.8774 3.3877
H 2.6499 -0.5189 2.1022
H 1.0890 -3.6176 1.0997
H 1.0844 -3.2120 2.8431
H 2.5142 -2.9361 1.9772
*
```

Here are the Mulliken charges for atoms 1 to 2, given in e: number 1, K, carries 0.95; number 2, N, carries 0.85


# 2
Molecular formula: C5H12NO3P
Method: DFT, wB97M-V/def2-TZVPD

- lowest unoccupied orbital energy (alpha / beta) (hartree) = 0.031 / -0.039
- HOMO (alpha / beta) (eV) = -3.7 / -10.2
- strongest force on any atom (eV/Å) = 9.36
- ΔE to the lowest compared entry with this formula, charge and spin (kcal per mole) = 14.6
- Kohn-Sham gap (alpha / beta) (eV) = 4.58 / 9.15

The geometry in ORCA input format:
```
! RIJCOSX wB97M-V def2-TZVPD def2/J DEFGRID3
* xyz 0 3
C 2.9927 -0.2263 1.8458
C 1.8353 0.2109 1.4193
C 0.7148 0.6352 -2.1710
C -2.3392 1.7106 0.7046
C -1.5107 -2.3068 -0.0151
N 1.0518 -0.5331 0.5746
O -0.1587 1.0492 -1.1309
O -1.1086 1.0709 1.1045
O -1.3245 -1.0537 -0.6364
P -0.2979 0.0656 0.0808
H 3.5498 0.2536 2.5025
H 3.4470 -1.0440 1.3285
H 1.4317 1.0549 1.9669
H 0.3024 0.9249 -3.0771
H 0.6926 -0.5320 -2.0680
H 1.7748 1.1015 -1.9599
H -2.3162 2.1073 -0.2473
H -2.6499 2.4307 1.4598
H -3.0368 0.8450 0.6297
H -1.9063 -2.3749 0.9764
H -0.5122 -2.7810 -0.1527
H -2.2853 -2.8982 -0.5811
*
```

Here are the Mulliken charges for atoms 1 to 2, given in e: number 1, C, carries -1.12; number 2, C, carries -0.02


# 3
Molecular formula: C19H22N5O2S
Method: DFT, wB97M-V/def2-TZVPD

- lowest unoccupied orbital energy (hartree) = 0.048
- HOMO (eV) = -3.0
- strongest force on any atom (eV/Å) = 3.65
- ΔE to the lowest compared entry with this formula, charge and spin (kcal per mole) = 0.6
- Kohn-Sham gap (eV) = 4.35

The geometry in ORCA input format:
```
! RIJCOSX wB97M-V def2-TZVPD def2/J DEFGRID3
* xyz -1 1
C 5.0366 -0.2507 4.1776
N 4.0464 -1.3064 4.0764
C 4.6300 -2.6349 4.0445
C 2.7808 -1.0656 3.5159
C 2.6414 -0.8063 2.1348
C 1.3865 -0.6479 1.5804
C 0.2112 -0.7139 2.3691
C -1.1212 -0.5825 1.8155
C -1.6092 -1.2404 0.7254
C -2.9629 -0.9467 0.2780
O -3.6571 -0.0426 0.7525
N -3.5131 -1.7532 -0.7400
C -4.8708 -1.3892 -1.1203
C -2.8670 -2.7906 -1.3974
S -3.5368 -3.7222 -2.6159
N -1.5749 -3.0289 -0.9514
C -0.8732 -4.1597 -1.5686
C -0.9012 -2.3408 0.0771
O 0.2378 -2.6983 0.3959
C 0.3697 -0.9084 3.7606
C 1.6176 -1.1111 4.3229
H 4.5430 0.7269 4.1532
H 5.5768 -0.3622 5.1274
H 5.7765 -0.3103 3.3632
H 3.8505 -3.3810 3.8549
H 5.4070 -2.7107 3.2655
H 5.1086 -2.8433 5.0106
H 3.5336 -0.7689 1.5037
H 1.3060 -0.4417 0.5150
H -1.8218 0.0746 2.3272
H -5.1934 -2.1452 -1.8350
H -5.5187 -1.3744 -0.2390
H -4.8830 -0.3974 -1.5837
H 0.1207 -4.2083 -1.1300
H -1.4389 -5.0785 -1.3848
H -0.8367 -4.0098 -2.6511
H -0.5393 -0.9460 4.3660
H 1.7353 -1.3053 5.3912
C -5.7501 -2.0462 3.9050
C -4.9171 -0.9805 4.4640
N -5.4180 -0.0030 5.2854
C -4.3661 0.8001 5.5924
C -3.2091 0.2800 4.9373
N -3.5672 -0.8314 4.2402
H -5.1531 -2.6667 3.2326
H -6.1660 -2.6750 4.7014
H -6.5953 -1.6195 3.3526
H -4.4091 1.6786 6.2260
H -2.2023 0.6832 4.9785
*
```

Here are the Mulliken charges for atoms 1 to 2, given in e: number 1, C, carries -1.00; number 2, N, carries 0.19


# 4
Molecular formula: C31H29NO4PS2V
Method: DFT, wB97M-V/def2-TZVPD

- lowest unoccupied orbital energy (alpha / beta) (hartree) = -0.082 / -0.092
- HOMO (alpha / beta) (eV) = -10.7 / -11.4
- strongest force on any atom (eV/Å) = 0.83
- ΔE to the lowest compared entry with this formula, charge and spin (kcal per mole) = 0.0
- Kohn-Sham gap (alpha / beta) (eV) = 8.47 / 8.93

The geometry in ORCA input format:
```
! RIJCOSX wB97M-V def2-TZVPD def2/J DEFGRID3
* xyz 1 4
V 0.7997 -0.7325 -0.5285
O -1.2044 -3.0604 -3.0038
S -0.9615 -1.9427 -2.1575
O 0.1481 -1.0280 -2.5757
O -0.6298 -2.2637 -0.7257
C -2.4151 -0.9368 -2.0602
C -3.5438 -1.4146 -2.7054
C -4.7367 -0.7053 -2.6181
C -4.7909 0.4648 -1.8861
C -3.6500 0.9403 -1.2521
C -2.4443 0.2581 -1.3251
P -0.9408 0.9981 -0.5531
C -0.6806 2.4930 -1.5415
C -1.4517 3.6451 -1.4040
C -1.2530 4.7232 -2.2497
C -0.2899 4.6557 -3.2486
C 0.4732 3.5082 -3.3994
C 0.2806 2.4301 -2.5473
C -1.5132 1.5466 1.0792
C -2.4014 0.7382 1.7882
C -2.7150 1.0281 3.1074
C -2.1405 2.1266 3.7324
C -1.2455 2.9267 3.0371
C -0.9267 2.6350 1.7192
H -3.4845 -2.3373 -3.2641
H -5.6190 -1.0777 -3.1207
H -5.7172 1.0180 -1.8097
H -3.7066 1.8639 -0.6890
H -2.2146 3.7097 -0.6361
H -1.8547 5.6141 -2.1308
H -0.1394 5.4979 -3.9108
H 1.2193 3.4464 -4.1801
H 0.8717 1.5344 -2.6824
H -2.8553 -0.1240 1.3131
H -3.4130 0.3976 3.6424
H -2.3924 2.3629 4.7580
H -0.7932 3.7831 3.5192
H -0.2139 3.2628 1.1957
C 4.9688 -0.3396 -1.9327
S 3.1979 -0.4137 -2.1034
O 2.6557 0.3249 -0.8574
C 2.8784 -2.1274 -1.6964
C 2.4885 -3.0086 -2.6990
C 2.1929 -4.3147 -2.3537
C 2.2846 -4.7288 -1.0280
C 2.6802 -3.8430 -0.0396
C 2.9796 -2.5247 -0.3670
H 5.2682 -0.7694 -0.9791
H 5.2524 0.7100 -1.9933
H 5.4081 -0.8871 -2.7659
H 2.3681 -2.6649 -3.7178
H 1.8621 -5.0071 -3.1152
H 2.0390 -5.7500 -0.7708
H 2.7585 -4.1734 0.9878
H 3.3153 -1.8241 0.3892
C 0.9583 -0.7417 5.8898
C 1.0105 -0.7636 4.3930
C 0.5433 -1.8566 3.6690
C 0.5585 -1.8229 2.2890
N 1.0112 -0.7698 1.5992
C 1.4859 0.2732 2.2870
C 1.4996 0.3175 3.6665
H 1.0122 -1.7478 6.3018
H 0.0164 -0.2970 6.2179
H 1.7669 -0.1460 6.3098
H 0.1588 -2.7340 4.1717
H 0.1779 -2.6522 1.7034
H 1.8608 1.1000 1.6959
H 1.8876 1.1972 4.1619
*
```

Here are the Mulliken charges for atoms 1 to 2, given in e: number 1, V, carries 1.34; number 2, O, carries -0.66


# 5
Molecular formula: C4H8N2O
Method: DFT, wB97M-V/def2-TZVPD

- lowest unoccupied orbital energy (hartree) = 0.028
- HOMO (eV) = -10.0
- strongest force on any atom (eV/Å) = 1.97
- ΔE to the lowest compared entry with this formula, charge and spin (kcal per mole) = 53.8
- Kohn-Sham gap (eV) = 10.76
- SMILES = N#C[C@@H](N)CCO

The geometry in ORCA input format:
```
! RIJCOSX wB97M-V def2-TZVPD def2/J DEFGRID3
* xyz 0 1
N -0.4059 2.2601 -0.0045
C -0.9602 1.2680 0.2213
C -0.9419 -0.1940 0.3741
N -2.1790 -0.8345 -0.0622
C 0.2785 -0.6105 -0.4991
C 1.4545 0.3713 -0.4079
O 2.0385 0.1521 0.8679
H -0.7022 -0.3749 1.4329
H -2.2644 -1.7498 0.3707
H -2.9760 -0.2897 0.2503
H -0.0731 -0.7056 -1.5312
H 0.5953 -1.6102 -0.1635
H 1.1236 1.4525 -0.5458
H 2.1643 0.1942 -1.2208
H 2.8479 0.6710 0.9178
*
```

Here are the Mulliken charges for atoms 1 to 2, given in e: number 1, N, carries -0.58; number 2, C, carries 0.20


# 6
Molecular formula: C8H12B2F8LiO6
Method: DFT, wB97M-V/def2-TZVPD

- lowest unoccupied orbital energy (hartree) = 0.085
- HOMO (eV) = -8.0
- strongest force on any atom (eV/Å) = 0.74
- ΔE to the lowest compared entry with this formula, charge and spin (kcal per mole) = 10.0
- Kohn-Sham gap (eV) = 10.35

The geometry in ORCA input format:
```
! RIJCOSX wB97M-V def2-TZVPD def2/J DEFGRID3
* xyz -1 1
Li 1.2644 -0.7831 -0.6313
B 1.0331 -1.8433 -2.8855
F 0.2186 -1.1381 -3.7788
F 2.0815 -0.9989 -2.4324
F 0.2973 -2.1779 -1.7082
F 1.5582 -2.9785 -3.4754
B 3.6390 -1.8589 0.8694
F 4.1476 -1.0518 -0.1299
F 2.1898 -1.8038 0.8102
F 4.0444 -3.1917 0.7080
F 4.0085 -1.3901 2.1439
C -1.7424 1.3661 -3.4703
C -0.7847 2.3885 -2.9205
C -1.2060 2.9885 -1.5600
O -0.1002 2.7064 -0.6949
C 0.7505 1.8620 -1.3172
O 1.6247 1.2816 -0.7485
O 0.4841 1.7853 -2.6220
H -1.6305 0.4311 -2.9229
H -1.5654 1.1684 -4.5255
H -2.7734 1.7190 -3.3738
H -0.5777 3.1843 -3.6369
H -2.0932 2.5133 -1.1496
H -1.2925 4.0689 -1.6559
C -1.7976 -1.7087 4.1012
C -1.4951 -0.3609 3.4969
C -0.0074 0.0007 3.3864
O 0.2565 -0.0544 1.9981
C -0.8843 -0.1644 1.3131
O -0.9512 -0.2006 0.1236
O -1.9492 -0.2786 2.1332
H -2.8563 -1.8731 4.2845
H -1.2592 -1.7902 5.0499
H -1.4171 -2.5219 3.4773
H -2.0319 0.4068 4.0599
H 0.6300 -0.7048 3.9158
H 0.1869 1.0025 3.7681
*
```

Here are the Mulliken charges for atoms 1 to 2, given in e: number 1, Li, carries 1.02; number 2, B, carries 0.62